[1]
Below is C19H40F3GaN2O4P as an isolated structure at a distorted geometry, with properties calculated with ωB97M-V/def2-TZVPD.

Last column: Mulliken charge in e.
Geometry (Å):
1 C 0.881 1.068 -3.756  -0.570
2 O 0.896 1.911 -2.639  -0.365
3 C -0.301 1.853 -1.855  -0.640
4 C 0.048 1.615 -0.390  -0.439
5 C -0.711 0.458 0.288  -0.418
6 C -0.907 -0.838 -0.515  -0.231
7 C -0.244 -2.073 0.121  -0.265
8 C -0.298 -3.294 -0.794  -1.076
9 C 0.540 -3.253 -2.073  0.341
10 C 1.870 -4.052 -1.962  -1.170
11 Ga 3.581 -3.038 -1.447  0.190
12 C 4.549 -4.176 -0.026  -0.864
13 C 5.393 -3.363 0.997  -0.525
14 C 4.816 -3.591 2.341  0.272
15 F 5.116 -4.799 2.897  -0.316
16 C 3.998 -2.758 3.003  0.239
17 F 3.069 -3.191 3.875  -0.264
18 F 4.017 -1.423 2.883  -0.232
19 P 3.229 -0.819 -0.724  0.519
20 O 4.324 0.157 -1.080  -0.816
21 H 1.061 0.023 -3.496  0.052
22 H 1.710 1.369 -4.392  0.309
23 H -0.027 1.175 -4.354  0.332
24 H -0.995 1.116 -2.256  0.573
25 H -0.771 2.827 -1.973  0.364
26 H 1.121 1.543 -0.270  0.396
27 H -0.233 2.517 0.148  0.084
28 H -1.651 0.835 0.675  0.157
29 H -0.130 0.183 1.171  0.260
30 H -1.972 -1.070 -0.497  0.162
31 H -0.562 -0.776 -1.542  0.189
32 H -0.872 -2.308 0.985  0.326
33 H 0.754 -1.864 0.504  0.083
34 H -0.037 -4.192 -0.239  0.480
35 H -1.349 -3.399 -1.072  0.405
36 H -0.040 -3.725 -2.869  0.373
37 H 0.749 -2.243 -2.423  -0.555
38 H 2.078 -4.439 -2.957  0.408
39 H 1.732 -4.873 -1.261  0.363
40 H 4.551 -2.930 -2.727  -0.315
41 H 5.165 -4.883 -0.577  0.363
42 H 3.779 -4.754 0.484  0.420
43 H 6.427 -3.703 0.972  0.302
44 H 5.391 -2.304 0.760  0.393
45 H 1.997 -0.360 -1.265  -0.116
46 H 2.977 -0.738 0.682  -0.123
47 C 0.749 6.705 0.361  -1.460
48 C -0.265 5.600 0.176  0.797
49 O -0.011 4.589 -0.447  -0.502
50 N -1.496 5.772 0.743  -0.130
51 C -1.976 6.898 1.517  -0.899
52 H 1.666 6.418 -0.143  0.278
53 H 0.385 7.638 -0.074  0.389
54 H 0.963 6.858 1.420  0.392
55 H -2.121 4.997 0.585  0.209
56 H -2.270 6.564 2.514  0.286
57 H -2.849 7.339 1.029  0.298
58 H -1.210 7.659 1.615  0.334
59 C -4.629 -0.812 2.828  -1.393
60 C -4.644 0.129 1.647  0.803
61 O -3.768 0.955 1.470  -0.651
62 N -5.680 0.020 0.769  -0.157
63 C -6.800 -0.899 0.814  -0.855
64 H -3.747 -0.603 3.424  0.297
65 H -5.515 -0.667 3.447  0.411
66 H -4.586 -1.849 2.492  0.377
67 H -5.628 0.673 0.003  0.229
68 H -6.809 -1.517 -0.085  0.285
69 H -7.737 -0.340 0.859  0.284
70 H -6.738 -1.546 1.682  0.322

The total charge is -1. Its HOMO-LUMO gap is 6.44 eV. The value obtained for the energy relative to the best compared isomer or geometry (same formula, charge and spin) is 32.2 kJ/mol. For the energy, the calculation gives -101338.4004 eV. The max |F| is 1.2 eV/A. As for the HOMO energy: -0.160 Ha.


[2]
Below is one molecule with the formula H3NP2 at a distorted geometry, with properties calculated with ωB97M-V/def2-TZVPD.

Last column: Mulliken charge in e.
Geometry (Å):
1 H -2.466 -0.711 0.739  0.042
2 P -1.557 0.265 0.301  0.098
3 N -0.271 -0.524 0.655  -0.329
4 P 1.478 0.464 0.067  0.017
5 H 1.047 1.288 -1.171  0.071
6 H 1.768 -0.782 -0.591  0.101

The total charge is 0. Its HOMO-LUMO gap is 8.82 eV. The value obtained for the energy relative to the best compared isomer or geometry (same formula, charge and spin) is 79.3 kJ/mol. For the energy, the calculation gives -20113.5426 eV. The max |F| is 3.8 eV/A. The SMILES is [H]/P=N/P. As for the HOMO energy: -0.332 Ha.


[3]
Below is a 2-piece molecular cluster, C9H13N2OP overall at a distorted geometry, with properties calculated with ωB97M-V/def2-TZVPD.

Last column: Mulliken charge in e.
Geometry (Å):
1 C -1.452 0.586 -3.574  -0.217
2 C -1.609 -0.488 -2.761  -0.811
3 C -0.392 1.428 -3.475  -0.411
4 C -0.711 -0.532 -1.672  0.288
5 C 0.539 1.290 -2.491  -0.221
6 C 0.371 0.356 -1.486  0.220
7 C 2.303 0.690 2.993  -0.201
8 C -1.374 0.952 2.424  -0.726
9 C 0.854 -2.986 1.435  -0.952
10 N 2.033 0.511 1.788  -0.147
11 N -0.604 0.604 1.264  -0.058
12 O 1.270 0.217 -0.470  -0.453
13 P 0.712 -0.167 1.099  0.068
14 H -2.212 0.849 -4.266  0.377
15 H -2.401 -1.299 -2.808  0.309
16 H -0.272 2.310 -4.214  0.236
17 H -0.891 -1.306 -0.953  0.299
18 H 1.420 2.100 -2.360  0.200
19 H 3.083 1.428 3.310  0.226
20 H 1.910 0.162 3.817  0.298
21 H -1.941 0.100 2.906  0.257
22 H -2.235 1.661 1.937  0.242
23 H -0.901 1.439 3.303  0.242
24 H -0.205 -3.258 1.433  0.286
25 H 1.403 -3.358 0.503  0.258
26 H 1.299 -3.288 2.318  0.389

The total charge is 0. Its HOMO-LUMO gap (alpha / beta) is 7.67 / 7.82 eV. The value obtained for the energy relative to the best compared isomer or geometry (same formula, charge and spin) is 375.5 kJ/mol. For the energy, the calculation gives -23855.4048 eV. The max |F| is 4.5 eV/A. As for the HOMO energy (alpha / beta): -0.308 / -0.300 Ha.


[4]
Below is C44H40Cl4N4O7PSSeTi as an isolated structure at a distorted geometry, with properties calculated with ωB97M-V/def2-TZVPD.

Last column: Mulliken charge in e.
Geometry (Å):
1 Ti -0.194 -0.014 -0.152  -0.278
2 Cl 6.232 -2.361 -1.839  -0.254
3 C 4.821 -1.369 -1.681  0.083
4 C 4.758 -0.152 -2.323  0.233
5 Cl 6.092 0.406 -3.275  -0.245
6 C 3.589 0.627 -2.217  0.984
7 Cl 3.453 2.095 -3.131  -0.285
8 C 2.514 0.212 -1.435  -1.203
9 O 1.348 0.821 -1.325  -0.146
10 C 2.605 -1.017 -0.734  -1.668
11 O 1.563 -1.341 -0.026  0.550
12 C 3.738 -1.802 -0.907  1.001
13 Cl 3.764 -3.393 -0.209  -0.221
14 C -4.892 0.692 1.330  -0.779
15 C -4.059 1.774 1.078  -1.043
16 C -2.756 1.569 0.641  0.040
17 C -2.230 0.290 0.424  2.023
18 C -3.086 -0.772 0.717  -0.330
19 C -4.394 -0.591 1.153  -0.473
20 H -5.908 0.847 1.676  0.356
21 H -4.421 2.786 1.231  0.469
22 H -2.137 2.440 0.473  0.324
23 H -2.721 -1.789 0.613  -0.309
24 H -5.020 -1.451 1.364  0.413
25 C 6.464 4.954 0.264  -1.421
26 C 5.953 3.941 1.254  0.662
27 C 4.837 3.158 0.949  -0.939
28 C 4.362 2.196 1.826  -0.176
29 C 4.996 2.060 3.044  0.212
30 C 6.101 2.838 3.372  -0.639
31 C 6.575 3.763 2.470  -0.735
32 S 4.480 0.908 4.263  1.192
33 O 5.438 0.973 5.333  -0.771
34 O 4.150 -0.355 3.674  -0.539
35 N 3.122 1.621 4.838  -0.326
36 C 2.032 2.118 3.943  -1.141
37 C 1.262 0.969 3.225  0.815
38 C 0.160 1.539 2.324  0.020
39 O -0.786 2.087 2.847  -0.691
40 O 0.359 1.449 1.003  0.022
41 H 6.546 4.512 -0.722  0.344
42 H 7.442 5.337 0.558  0.363
43 H 5.774 5.798 0.186  0.306
44 H 4.345 3.290 0.012  0.609
45 H 3.523 1.570 1.545  0.436
46 H 6.578 2.687 4.331  0.520
47 H 7.449 4.355 2.718  0.328
48 H 3.465 2.304 5.505  0.322
49 H 2.404 2.873 3.243  0.430
50 H 1.306 2.609 4.588  0.506
51 H 0.782 0.385 4.012  0.622
52 H 1.907 0.318 2.644  -0.741
53 N -0.730 -1.196 -1.529  0.509
54 C -0.798 -1.636 -2.702  -0.724
55 C 0.044 -1.131 -3.839  -0.357
56 C 1.353 -1.570 -3.992  0.275
57 C 2.116 -1.133 -5.067  -0.737
58 C 1.581 -0.238 -5.983  -0.612
59 C 0.269 0.199 -5.836  -0.842
60 C -0.501 -0.261 -4.778  0.342
61 C -1.746 -2.756 -3.066  0.977
62 C -1.630 -3.462 -4.263  -0.564
63 C -2.523 -4.481 -4.571  -0.964
64 C -3.548 -4.800 -3.693  -0.541
65 C -3.677 -4.095 -2.501  -1.170
66 C -2.782 -3.083 -2.193  -0.029
67 H 1.778 -2.261 -3.271  0.486
68 H 3.138 -1.480 -5.179  0.452
69 H 2.189 0.128 -6.801  0.368
70 H -0.154 0.902 -6.544  0.406
71 H -1.541 0.039 -4.691  0.486
72 H -0.834 -3.216 -4.955  0.497
73 H -2.418 -5.025 -5.502  0.415
74 H -4.250 -5.589 -3.938  0.387
75 H -4.482 -4.332 -1.816  0.443
76 H -2.878 -2.511 -1.281  0.515
77 Se 0.176 2.802 -2.080  0.308
78 N -1.015 1.548 -1.742  -0.243
79 C -2.077 1.764 -2.512  0.699
80 C -3.236 0.936 -2.572  0.148
81 C -4.198 1.234 -3.485  -0.847
82 C -4.078 2.351 -4.369  -0.685
83 C -2.996 3.172 -4.327  -0.832
84 C -1.962 2.904 -3.384  0.628
85 N -0.844 3.617 -3.257  -0.947
86 H -3.326 0.097 -1.896  0.269
87 H -5.083 0.613 -3.543  0.430
88 H -4.868 2.541 -5.085  0.374
89 H -2.899 4.023 -4.990  0.487
90 C -0.822 -3.351 2.971  -1.504
91 P 0.281 -2.573 1.755  1.734
92 C 0.165 -3.757 0.402  -0.823
93 C 1.840 -2.653 2.637  -1.128
94 O -0.346 -1.196 1.534  -0.526
95 H -0.499 -4.364 3.216  0.444
96 H -1.836 -3.370 2.569  0.297
97 H -0.828 -2.740 3.877  0.365
98 H 0.079 -4.762 0.820  0.529
99 H 1.023 -3.692 -0.257  0.041
100 H -0.735 -3.506 -0.162  -0.013
101 H 1.944 -3.656 3.057  0.530
102 H 1.802 -1.923 3.447  0.291
103 H 2.690 -2.423 2.008  0.123

The total charge is -1. Its HOMO-LUMO gap is 6.60 eV. The value obtained for the energy relative to the best compared isomer or geometry (same formula, charge and spin) is 34.8 kJ/mol. For the energy, the calculation gives -225252.7176 eV. The max |F| is 1.7 eV/A. As for the HOMO energy: -0.178 Ha.


[5]
Below is a 2-piece molecular cluster, C3H7N2O3 overall at a distorted geometry, with properties calculated with ωB97M-V/def2-TZVPD.

Last column: Mulliken charge in e.
Geometry (Å):
1 C 1.447 -1.144 -0.419  -0.987
2 C -0.853 1.547 0.696  -0.480
3 C -0.008 -1.164 -0.250  -0.592
4 N 0.039 0.851 1.641  -0.051
5 N -0.856 -0.647 -1.098  0.827
6 O 1.258 1.157 1.803  -0.388
7 O -2.065 -0.583 -0.827  -0.778
8 O -0.331 -0.265 -2.122  -0.807
9 H 1.730 -2.170 -0.562  0.257
10 H 1.612 -0.491 -1.316  0.294
11 H 1.958 -0.746 0.408  0.317
12 H -0.350 1.915 -0.178  0.301
13 H -1.639 0.863 0.364  0.210
14 H -1.514 2.378 1.197  0.299
15 H -0.431 -1.501 0.663  0.578

The total charge is -1. Its HOMO-LUMO gap (alpha / beta) is 6.64 / 6.64 eV. The value obtained for the energy relative to the best compared isomer or geometry (same formula, charge and spin) is 877.3 kJ/mol. For the energy, the calculation gives -12341.8200 eV. The max |F| is 5.2 eV/A. As for the HOMO energy (alpha / beta): -0.109 / -0.109 Ha.


[6]
Below is a 2-piece molecular cluster, C4H10O2 overall, with properties calculated with ωB97M-V/def2-TZVPD.

Last column: Mulliken charge in e.
Geometry (Å):
1 C 2.169 0.670 -0.979  -0.660
2 O 1.490 0.398 0.229  -0.516
3 C -0.018 -1.004 0.124  -0.507
4 C -1.322 -0.513 0.648  0.519
5 C -1.035 0.882 0.212  -1.402
6 O -2.458 -1.120 0.046  -0.530
7 H 2.896 -0.126 -1.173  0.242
8 H 1.469 0.744 -1.827  0.290
9 H 2.719 1.618 -0.916  0.269
10 H 0.678 -1.590 0.716  0.271
11 H 0.009 -1.155 -0.954  0.307
12 H -1.370 -0.596 1.741  0.280
13 H -1.337 1.680 0.891  0.356
14 H -1.349 1.048 -0.820  0.319
15 H 0.523 0.922 0.259  0.442
16 H -2.606 -1.984 0.457  0.319

The total charge is 0. Its HOMO-LUMO gap is 7.96 eV. The value obtained for the energy relative to the best compared isomer or geometry (same formula, charge and spin) is 522.5 kJ/mol. For the energy, the calculation gives -8400.1313 eV. The max |F| is 0.5 eV/A. As for the HOMO energy: -0.289 Ha.